Molecular formula: C7H19CuIN3O
Method: DFT, ωB97M-V/def2-TZVPD

Geometry as XYZ:
```
32
Properties=species:S:1:pos:R:3:forces:R:3
Cu 0.150 0.100 0.076 -0.7 -0.2 0.0
N 2.160 0.275 -0.667 -0.2 -0.3 0.0
C 3.028 1.453 -0.476 0.2 0.1 0.2
C 2.860 2.094 0.907 0.0 0.2 -0.4
C 1.903 3.290 0.929 -0.2 -0.2 0.3
C 0.431 2.959 1.147 0.3 0.5 0.2
N -0.117 2.115 0.077 -0.2 -0.2 -0.2
H 2.608 -0.543 -0.254 -0.1 0.1 -0.2
H 2.078 0.085 -1.663 0.1 -0.2 0.1
H 2.781 2.184 -1.248 0.1 0.0 0.0
H 4.073 1.162 -0.620 -0.1 0.1 -0.1
H 3.839 2.441 1.240 0.0 -0.1 0.0
H 2.518 1.339 1.616 0.1 -0.1 0.2
H 2.004 3.845 -0.006 0.0 0.1 0.0
H 2.203 3.965 1.732 0.0 0.1 0.0
H -0.124 3.905 1.190 0.0 -0.2 0.1
H 0.290 2.446 2.100 0.0 0.0 0.0
H 0.177 2.483 -0.824 -0.1 0.1 0.0
H -1.134 2.184 0.104 -0.1 0.0 -0.2
I -3.434 1.012 -0.103 0.4 -0.2 0.0
C -1.881 -0.452 0.109 0.6 0.4 0.0
H -1.956 -1.109 -0.752 0.0 -0.1 0.0
H -2.091 -0.997 1.024 0.1 0.0 0.0
C 2.381 -2.108 2.112 -0.1 0.1 0.0
C 1.308 -2.607 1.183 0.3 -0.5 0.2
N 1.192 -3.934 1.104 -0.1 -0.2 -0.1
O 0.585 -1.884 0.495 -0.2 0.4 -0.2
H 2.395 -2.690 3.031 0.0 0.0 0.0
H 2.226 -1.061 2.354 0.0 0.0 0.0
H 3.353 -2.226 1.634 0.1 0.0 0.0
H 1.787 -4.558 1.622 0.0 0.1 0.1
H 0.490 -4.334 0.502 0.0 0.0 0.0
```
Positions in Å, forces in eV/Å.

Properties
Frontier orbital gap (alpha / beta) (eV): 8.543 / 7.806
Multiplicity: 2
Charge: +1
Lowest unoccupied orbital energy (alpha / beta) (eV): -2.54 / -3.72

These are the natural (NBO) partial charges, in e, on atoms 1 to 4: 1.156 -0.895 -0.223 -0.420

=====

Molecular formula: C3H6OS
Method: DFT, ωB97M-V/def2-TZVPD

Geometry as XYZ:
```
11
Properties=species:S:1:pos:R:3:forces:R:3
C -0.719 -1.121 -0.291 -2.3 -1.1 -1.8
C -0.093 -0.893 0.780 3.7 4.4 1.8
C 0.993 1.151 0.712 -3.3 -1.9 0.1
O -0.213 1.943 0.300 3.8 -1.4 -0.8
S 2.271 1.165 -0.527 0.1 0.6 1.6
H -1.635 -1.729 -0.237 0.5 -0.2 -0.4
H -0.463 -0.695 -1.252 -0.1 0.3 -0.1
H -0.027 -1.126 1.807 -0.5 -0.6 0.6
H 1.293 1.266 1.799 -0.2 0.1 -1.6
H -0.715 2.111 1.066 -1.0 0.2 1.6
H 1.423 0.798 -1.435 -0.7 -0.4 -1.1
```
Positions in Å, forces in eV/Å.

Properties
Frontier orbital gap (alpha / beta) (eV): 8.628 / 8.628
Multiplicity: 1
Charge: 0
Lowest unoccupied orbital energy (alpha / beta) (eV): 0.76 / 0.76

These are the natural (NBO) partial charges, in e, on atoms 1 to 4: -0.476 -0.134 -0.096 -0.730

=====

Molecular formula: C8H14ClN2O
Method: DFT, ωB97M-V/def2-TZVPD

Geometry as XYZ:
```
26
Properties=species:S:1:pos:R:3:forces:R:3
C 1.881 -1.440 0.630 0.9 -0.3 -1.1
C 1.467 -0.391 1.300 -1.8 4.1 -1.6
C 0.712 1.082 0.354 0.0 -4.5 3.3
C -1.383 1.907 -0.643 -0.9 -3.4 -0.9
C -1.457 -0.131 0.510 0.4 -2.9 0.6
C -1.449 1.175 -1.979 -0.5 -0.4 -2.3
C -1.944 -0.823 -0.790 2.1 -0.7 -0.8
C 2.345 -2.741 1.138 0.3 1.5 0.4
N -0.598 0.971 0.176 1.5 1.5 0.2
N 1.476 2.123 0.220 1.7 2.5 -0.7
O -2.322 0.031 -1.823 0.8 1.4 0.1
Cl 1.384 0.069 2.974 0.1 -0.8 -0.8
H 2.044 -1.415 -0.465 -0.8 0.6 0.6
H -0.989 2.828 -0.682 1.6 3.3 -0.2
H -2.412 1.956 -0.302 0.1 0.1 0.5
H -2.320 0.295 1.036 0.3 -0.2 0.1
H -0.921 -0.933 1.166 -1.0 1.7 -1.1
H -2.088 1.724 -2.748 1.6 -0.2 0.8
H -0.344 0.878 -2.371 -2.5 0.6 0.7
H -1.218 -1.572 -1.239 0.1 0.9 0.9
H -2.776 -1.424 -0.630 -1.7 -1.0 0.8
H 3.242 -3.088 0.727 1.6 0.0 -0.6
H 2.339 -2.834 2.164 0.5 0.3 2.5
H 1.687 -3.478 0.906 -2.4 -2.1 -1.3
H 2.470 2.201 0.574 -1.8 -0.9 -0.6
H 1.176 3.028 -0.198 0.0 -1.2 0.5
```
Positions in Å, forces in eV/Å.

Properties
Frontier orbital gap (eV): 10.403
Multiplicity: 1
Charge: +1
Lowest unoccupied orbital energy (eV): -2.96

These are the natural (NBO) partial charges, in e, on atoms 1 to 4: -0.209 -0.049 0.577 -0.264

=====

Relative energy (zero: lowest compared OMol25 entry of this formula, charge and spin)? In order: 9.1 106.6 74.1 kcal per mole.
Total energy? In order: -2455.5933 -591.1632 -957.8177 a.u..